Computed, not measured: the ion C2H6N2P with charge +1 at a distorted geometry, with ωB97M-V/def2-TZVPD.

The max |F| comes out at 0.084 hartree/bohr. The value obtained for the energy relative to the best compared isomer or geometry (same formula, charge and spin) is 185.25 kJ/mol. As for the net charge: +1. For the LUMO energy, the calculation gives -5.072 eV. The HOMO energy is -0.524 hartree.

Structure (XYZ):
```
11
Properties=species:S:1:pos:R:3:forces:R:3
C 0.874781 -0.341984 -0.579500 -1.627 -1.833 -0.583
C -0.523063 1.230340 0.468310 -2.890 -0.620 2.846
N -0.169824 -1.154533 -0.755996 2.979 -2.071 -2.356
N 0.741088 0.776415 0.019506 2.391 1.437 0.537
P -1.684541 -0.956223 -0.064864 -0.360 3.169 1.305
H 1.841468 -0.577253 -0.930188 0.869 -0.656 -0.463
H -0.654413 1.233573 1.624655 0.566 -0.258 -2.039
H -0.919584 2.248398 0.148265 0.694 -1.674 -0.427
H 0.025471 -2.063012 -1.274480 -0.198 1.731 0.765
H 1.721348 1.152616 0.197741 -2.125 0.527 0.045
H -1.252733 -1.548336 1.146551 -0.298 0.248 0.369
```
Positions in Å, forces in eV/Å.